[1]
Entry from the Open Molecules 2025 dataset: C24H56AgKN8O12P as an isolated structure at a distorted geometry (ωB97M-V with the def2-TZVPD basis set).

Structure (XYZ):
```
103
Properties=species:S:1:pos:R:3:forces:R:3
K -1.42191 0.36399 -0.22566 0.0 -0.3 0.1
Ag -3.80740 -1.07749 -3.28093 -0.1 -0.8 -1.8
P -4.48129 0.07693 -0.86283 -2.2 0.3 1.1
O -3.98147 1.23001 0.02015 0.6 -0.8 -1.1
O -3.40237 -0.95873 -1.26484 1.4 -0.4 2.0
O -4.96201 0.44083 -2.33716 -0.5 1.0 0.6
O -5.69274 -0.65874 -0.26998 0.5 0.4 -0.2
C 3.97504 2.39472 -0.14375 -0.2 0.9 -2.2
O 4.32636 2.88710 -1.21628 -0.1 -0.7 0.5
N 4.15686 2.95450 1.02581 1.5 4.9 0.0
C 3.76362 2.38108 2.21269 -0.6 -1.1 1.6
C 4.95042 4.26999 1.28982 0.5 -2.1 -1.1
H 3.37122 1.47690 -0.07164 0.1 -0.2 -0.1
H 3.46503 3.13299 2.94316 -0.2 0.0 0.0
H 4.64785 1.87744 2.60332 -0.4 -0.7 0.7
H 2.89701 1.76499 1.97288 0.2 -0.6 0.6
H 5.94909 3.88830 1.50211 0.2 0.2 0.6
H 5.15186 4.91491 0.43448 -0.9 -0.3 -0.3
H 4.56435 4.83193 2.14027 -0.3 -0.3 -0.2
C -1.71994 2.10701 6.98780 1.8 -0.7 -1.4
O -0.53147 2.45071 6.83675 -2.1 -0.1 0.5
N -2.61686 1.98976 5.97722 0.4 0.1 -2.0
C -2.27703 2.26948 4.53853 0.2 0.1 0.0
C -3.89042 1.27351 6.05904 0.4 1.3 -0.1
H -2.09979 1.66667 7.92269 -0.1 0.5 0.2
H -1.26869 2.63147 4.33776 -0.2 0.4 0.7
H -3.02069 2.91174 4.06675 0.0 0.6 0.5
H -2.33816 1.43589 3.83888 -0.1 -1.0 0.7
H -4.60089 1.84140 5.45835 -0.2 0.1 0.1
H -3.79773 0.32403 5.53179 -0.1 -0.4 0.7
H -4.23224 1.33417 7.09228 -0.1 -0.8 -0.1
C -1.56293 1.31478 -4.38593 -1.7 0.1 0.4
O -2.07357 0.29664 -3.92955 1.8 1.2 -0.5
N -0.49148 1.99579 -3.96221 1.9 0.1 0.2
C 0.07780 3.03077 -4.83351 0.8 -0.8 -1.0
C 0.51732 1.52726 -2.98023 -0.7 0.3 0.1
H -2.07948 1.93747 -5.13267 -0.1 -0.4 -0.4
H 0.59655 3.87247 -4.37466 -0.9 0.1 0.7
H -0.56970 3.32107 -5.66090 -0.5 0.3 0.6
H 0.91612 2.58920 -5.37233 0.2 -0.4 -0.1
H 0.29465 0.59383 -2.46328 -0.6 0.1 -0.2
H 1.49720 1.36039 -3.42754 0.0 0.3 -0.3
H 0.55608 2.35728 -2.27478 0.5 -0.4 0.3
C -0.07350 -5.84221 0.68370 0.7 -0.4 3.6
O 0.68719 -6.72211 0.99672 0.6 -1.6 0.4
N -0.04983 -5.16821 -0.39003 -0.3 2.9 -4.6
C -1.01637 -4.10028 -0.52478 -0.2 0.8 0.4
C 0.88870 -5.31078 -1.45567 1.1 -1.9 -0.1
H -0.72298 -5.31676 1.40083 -0.6 -0.7 0.4
H -0.67992 -3.27939 0.10850 -0.5 0.1 0.4
H -1.98446 -4.50894 -0.23511 -0.1 0.6 -0.1
H -1.04645 -3.61257 -1.49912 -0.1 -0.7 -0.2
H 0.44362 -5.82894 -2.30509 -0.2 0.6 -0.4
H 1.45823 -4.42238 -1.72859 -0.6 0.4 0.0
H 1.64079 -6.03963 -1.15361 0.1 0.0 0.4
C -0.07069 -1.22516 3.52966 0.7 0.2 -1.5
O 0.17966 -0.76970 2.40136 -0.5 -0.6 0.8
N 0.26171 -0.59686 4.66201 -1.2 -1.3 0.1
C -0.20101 -1.19277 5.97501 -0.1 2.0 -0.8
C 0.90883 0.67194 4.54275 3.0 1.1 1.2
H -0.49939 -2.23122 3.65717 -0.1 0.2 0.1
H -0.84730 -0.39542 6.34195 -0.6 -0.5 0.3
H 0.51722 -1.30335 6.78742 0.7 -0.1 -0.6
H -0.72621 -2.13297 5.80682 0.0 0.3 -0.1
H 1.46679 0.91931 3.63964 -0.8 -1.1 -0.7
H 0.50997 1.65217 4.80382 -1.2 -0.7 0.5
H 1.77334 0.54911 5.19516 0.1 0.4 0.6
C -0.80838 -2.91107 -4.40502 -2.3 0.8 0.3
O -1.85927 -2.40649 -4.00338 0.8 -0.8 -0.1
N -0.78461 -3.90948 -5.29494 0.4 -1.8 -0.6
C -1.99851 -4.60662 -5.82725 -0.8 1.8 1.6
C 0.46247 -4.38895 -5.83522 -0.1 -0.2 0.0
H 0.14911 -2.49491 -4.05542 0.2 -0.4 -0.3
H -2.01183 -5.65240 -6.13429 1.4 0.2 -0.2
H -2.42250 -3.95756 -6.59345 -0.1 -0.3 -0.2
H -2.69572 -4.62452 -4.98960 -0.3 0.3 -0.1
H 0.72758 -5.36234 -5.42251 0.0 -0.1 0.0
H 0.26315 -4.52184 -6.89857 0.7 0.1 -0.2
H 1.26773 -3.69063 -5.60718 0.0 0.0 -0.3
C -1.40341 3.54139 0.70735 0.9 -2.0 -0.2
O -0.52912 2.65090 0.68227 -0.6 1.2 0.0
N -1.47643 4.53249 -0.17568 0.6 2.2 -2.0
C -2.39473 5.70924 -0.02748 -0.1 -2.0 0.8
C -0.49370 4.74795 -1.30229 -0.1 0.9 0.7
H -2.22519 3.41372 1.42887 0.0 0.7 -0.1
H -2.97348 5.43126 0.85335 -0.1 0.6 0.2
H -3.14048 5.78902 -0.81842 0.4 -0.1 -0.4
H -1.84518 6.63985 0.11417 0.0 -0.2 0.0
H -0.08995 5.75736 -1.22367 -0.1 0.3 0.6
H 0.42738 4.16652 -1.34297 -0.7 -0.7 0.4
H -0.98336 4.84297 -2.27147 -0.4 -0.9 0.0
C 1.64039 -1.70689 -0.31033 -1.3 0.0 -2.2
O 0.66993 -1.38534 -1.07267 2.4 -0.4 2.2
N 2.84069 -2.12562 -0.78062 -0.7 0.4 0.4
C 3.83905 -2.46833 0.26251 -0.5 1.2 0.0
C 3.10877 -2.01459 -2.21184 -0.6 -1.5 1.3
H 1.61729 -1.74719 0.78969 -0.6 0.3 -0.2
H 4.05342 -1.51479 0.74513 -0.1 -0.1 0.7
H 4.84952 -2.78638 0.00581 -0.5 -0.5 -0.9
H 3.32971 -3.17013 0.92292 0.6 0.0 0.2
H 3.56470 -2.98919 -2.38612 1.1 0.6 -0.9
H 2.13661 -2.13729 -2.68928 0.1 0.7 -0.2
H 3.61602 -1.06726 -2.39450 0.2 -0.4 -0.7
```
Forces are in eV/Å.

## Properties
- E_tot (Ha) = -3377.198219
- total charge = 0
- spin multiplicity = 2
- HOMO level (spin up / spin down) (Eh) = -0.2590 / -0.2309



[2]
Entry from the Open Molecules 2025 dataset: an isolated molecule of C2HF2P at a distorted geometry (ωB97M-V with the def2-TZVPD basis set).

Structure (XYZ):
```
6
Properties=species:S:1:pos:R:3:forces:R:3
C -1.98541 -0.45459 -0.41706 4.1 0.3 0.9
C 1.52847 0.24228 0.46990 -3.2 3.2 1.2
F -3.16243 -0.38894 -0.00660 -2.1 0.1 0.2
F 1.85680 1.30529 -0.26420 0.0 0.6 0.0
P -0.42087 -0.25662 0.06103 -1.1 -0.6 -1.1
H 2.18343 -0.44742 0.15693 2.2 -3.6 -1.2
```
Forces are in eV/Å.

## Properties
- SMILES = FC#P=CF
- E_tot (Ha) = -617.632212
- total charge = 0
- spin multiplicity = 1
- energy above the lowest of the compared OMol25 structures with the same formula, charge and spin (kcal/mol) = 135.25
- HOMO level (Eh) = -0.3332



[3]
Entry from the Open Molecules 2025 dataset: a 2-piece molecular cluster, C4H9NO overall at a distorted geometry (ωB97M-V with the def2-TZVPD basis set).

Structure (XYZ):
```
15
Properties=species:S:1:pos:R:3:forces:R:3
C 1.70587 -0.02979 0.36611 2.8 2.2 -1.0
C -1.13822 0.66818 -0.71641 -0.8 2.4 -1.1
C 1.37858 0.41114 1.76284 1.4 -4.3 -0.7
C -1.41279 -0.48107 0.11975 -1.3 -2.4 2.7
N 1.65189 -1.20745 -0.02656 -0.3 -2.1 -0.1
O -1.14369 0.66130 -1.92268 0.5 -0.2 0.1
H 2.19275 0.71398 -0.32282 -0.6 -0.1 0.6
H -1.10657 1.72066 -0.21264 0.3 -1.4 -0.3
H 0.77959 1.21858 1.67379 -2.4 2.5 0.4
H 2.22049 0.60489 2.41561 0.5 0.3 -0.3
H 0.97513 -0.56728 2.09117 -0.7 1.0 0.7
H -1.46110 -0.13009 1.22483 0.4 -1.0 -1.7
H -0.79702 -1.41153 -0.05196 0.0 1.5 0.4
H -2.41508 -0.95944 -0.09124 0.6 1.1 0.0
H 2.01850 -1.40207 -0.96915 -0.3 0.6 0.5
```
Forces are in eV/Å.

## Properties
- SMILES = [H]/N=C/C.CC=O
- E_tot (Ha) = -287.731707
- total charge = 0
- spin multiplicity = 1
- energy above the lowest of the compared OMol25 structures with the same formula, charge and spin (kcal/mol) = 63.22
- HOMO level (Eh) = -0.3610



[4]
Entry from the Open Molecules 2025 dataset: a 3-piece molecular cluster, C2H10NO2S overall at a distorted geometry (ωB97M-V with the def2-TZVPD basis set).

Structure (XYZ):
```
16
Properties=species:S:1:pos:R:3:forces:R:3
C -0.34614 0.21679 -0.98831 -0.4 -1.2 0.0
C 0.04024 -1.15228 -1.57046 0.8 0.3 -0.3
S 1.05070 -0.98743 -3.08737 -0.1 0.0 0.1
N 0.83203 1.03534 -0.70331 -0.7 0.3 0.5
H -1.04289 0.70400 -1.67909 0.3 0.2 0.1
H -0.92215 -0.02213 -0.07613 0.1 0.5 0.2
H 0.61004 -1.68996 -0.79620 0.0 0.0 0.0
H -0.83142 -1.75246 -1.77719 -0.6 -0.1 0.0
H 1.38924 0.51847 -0.02626 0.2 -0.1 -0.3
H 1.34173 1.02854 -1.58119 0.4 -0.1 -0.2
H 0.44106 2.19663 0.77497 -0.3 0.0 -0.1
H -0.26095 1.51033 1.92883 0.0 0.2 0.1
O -0.01741 2.39101 1.62259 0.1 -0.1 0.1
H -1.05894 -0.76907 2.22888 0.0 0.3 0.2
H -0.52198 -2.05711 2.69548 0.2 0.0 0.3
O -0.70315 -1.17066 3.03476 -0.2 -0.2 -0.7
```
Forces are in eV/Å.

## Properties
- E_tot (Ha) = -685.656653
- total charge = -1
- spin multiplicity = 1
- energy above the lowest of the compared OMol25 structures with the same formula, charge and spin (kcal/mol) = 6.92
- HOMO level (Eh) = -0.1020



[5]
Entry from the Open Molecules 2025 dataset: C13H14BrFeN4O5S2 as an isolated structure at a distorted geometry (ωB97M-V with the def2-TZVPD basis set).

Structure (XYZ):
```
40
Properties=species:S:1:pos:R:3:forces:R:3
Fe 0.16927 -1.41424 -1.11031 2.3 0.6 2.5
N 1.64310 -2.30754 -2.83735 -1.0 0.3 0.9
C 2.93735 -1.64927 -2.61707 0.5 0.0 0.2
C 3.29399 -1.65965 -1.12341 0.1 -0.5 -0.8
O 4.37708 -2.05030 -0.72864 0.0 0.2 -0.1
N 2.29675 -1.16755 -0.34334 -2.3 0.7 -1.0
C 2.34127 -1.43878 1.01209 -0.8 -1.1 0.8
C 1.38164 -2.84024 1.32182 2.9 2.2 1.1
O 1.68746 -3.36500 2.34883 -0.5 -0.9 0.6
O 0.55640 -3.00609 0.43387 -2.6 0.3 -3.2
H 1.74959 -3.31046 -2.70042 -0.2 0.1 0.0
H 1.33335 -2.14388 -3.79165 -0.1 -0.1 0.2
H 2.85153 -0.61389 -2.95575 0.0 -0.1 0.0
H 3.75121 -2.14348 -3.15898 -0.2 0.1 0.1
H 1.77083 -0.72519 1.60566 0.2 0.3 0.0
H 3.32996 -1.67445 1.41233 -0.2 0.0 -0.2
S 0.45808 0.97966 -2.29864 -0.6 -1.5 -0.5
C 0.84129 1.78789 -0.89527 1.0 0.7 1.1
N 2.05989 1.80586 -0.34971 -0.7 -0.2 -0.3
C 2.22313 2.46105 0.92829 0.2 0.1 0.4
C 1.03643 3.40605 1.09933 -0.4 0.2 -0.3
S -0.26688 2.81087 -0.04676 0.3 0.0 0.0
H 2.73513 1.10596 -0.63556 -0.2 -0.1 -0.1
H 3.16642 3.01265 0.93450 -0.1 -0.1 0.0
H 2.25842 1.71653 1.73189 0.0 0.0 -0.1
H 1.27521 4.43111 0.81813 0.1 -0.1 0.1
H 0.63431 3.39562 2.10807 0.1 0.0 0.0
Br -4.91341 2.38780 3.42506 0.0 -0.1 -0.1
C -4.72337 1.25692 1.91053 0.1 0.1 0.1
C -5.84409 0.90701 1.16722 0.2 0.2 0.4
N -5.76562 0.14080 0.09750 -0.5 -0.1 -0.3
C -4.58333 -0.30111 -0.28582 0.5 -0.1 0.0
C -3.40353 -0.00611 0.39659 -0.1 0.0 0.0
C -3.47608 0.79159 1.53311 -0.1 0.0 -0.1
C -2.09296 -0.51856 -0.10709 0.1 0.3 0.2
O -2.09293 -1.29743 -1.08901 1.2 -0.6 -0.8
O -1.02454 -0.13157 0.43696 0.9 -1.0 -0.6
H -6.83129 1.25459 1.43711 0.0 0.1 0.1
H -4.55933 -0.91799 -1.17280 0.1 0.0 0.0
H -2.58172 1.03085 2.08869 0.0 0.0 0.0
```
Forces are in eV/Å.

## Properties
- E_tot (Ha) = -5733.058418
- total charge = 0
- spin multiplicity = 2
- HOMO level (spin up / spin down) (Eh) = -0.2973 / -0.2910